The following is a DFT calculation (wB97M-V/def2-TZVPD) of an isolated molecule of C2H3NO3.

Results
SMILES: O=CO/N=C/O
Largest force on an atom (eV/Å): 3.07
Energy relative to the best compared isomer or geometry (same formula, charge and spin) (kJ/mol): 353.4
Frontier orbital gap (eV): 10.5

Last column: Löwdin charge in e.
Geometry (Å):
O 0.939 -0.961 0.739  -0.0406
O -2.338 -0.190 -0.173  0.0870
O 1.576 0.900 -0.446  0.0440
N -0.361 -0.893 0.374  0.0637
C 1.882 -0.052 0.252  -0.2477
C -1.047 0.020 -0.150  -0.2763
H 2.911 -0.157 0.658  0.1488
H -2.862 0.396 -0.700  0.1048
H -0.700 0.937 -0.552  0.1163